# 1
Molecular formula: C17H28IrN7Se4Te
Method: DFT, ωB97M-V/def2-TZVPD

Each line ends with the Mulliken spin population.
Cartesian coordinates (Å):
1 Ir -1.232 1.172 -0.028  1.1871
2 Se -0.613 2.630 1.767  0.4190
3 Se -1.870 4.529 1.809  0.3500
4 Te -2.769 4.921 -0.484  0.2093
5 Se -2.736 2.584 -1.329  0.4826
6 N 5.305 0.457 2.726  0.0027
7 C 4.397 -0.505 2.002  -0.0012
8 C 2.946 -0.170 2.332  -0.0118
9 N 2.584 1.201 2.068  0.0130
10 H 6.270 0.405 2.401  0.0003
11 H 5.300 0.295 3.735  -0.0002
12 H 4.942 1.404 2.563  0.0012
13 H 4.674 -1.515 2.295  0.0033
14 H 4.583 -0.383 0.935  -0.0025
15 H 2.726 -0.390 3.378  0.0026
16 H 2.338 -0.864 1.743  0.0065
17 H 2.852 1.610 1.185  -0.0054
18 H 2.485 1.833 2.841  0.0004
19 C -3.540 -1.631 3.152  0.0051
20 C -4.100 -0.407 2.812  -0.0053
21 C -3.439 0.454 1.943  -0.0560
22 C -2.216 0.089 1.387  0.1836
23 C -1.648 -1.137 1.746  0.0200
24 C -2.307 -1.990 2.625  0.0156
25 H -4.055 -2.294 3.833  0.0004
26 H -5.054 -0.114 3.231  0.0012
27 H -3.888 1.409 1.693  -0.0053
28 H -0.682 -1.433 1.343  0.0210
29 H -1.854 -2.934 2.900  0.0010
30 Se 2.438 -2.137 -0.949  0.2417
31 N 3.640 -0.817 -1.168  0.2701
32 C 2.962 0.330 -1.192  -0.0614
33 C 3.524 1.604 -1.372  0.2408
34 C 2.678 2.713 -1.348  -0.0305
35 C 1.326 2.552 -1.128  0.1828
36 N 0.741 1.341 -0.945  0.2343
37 C 1.522 0.232 -0.989  -0.1496
38 N 1.030 -0.991 -0.837  0.1871
39 H 4.585 1.701 -1.562  0.0055
40 H 3.065 3.709 -1.508  0.0049
41 H 0.662 3.404 -1.094  0.0375
42 N -2.705 -2.031 -3.618  -0.0002
43 C -1.336 -1.405 -3.694  -0.0033
44 C -1.304 -0.165 -2.822  0.0072
45 N -1.641 -0.476 -1.420  -0.0299
46 C -2.981 -1.082 -1.345  0.0137
47 C -3.087 -2.337 -2.191  0.0011
48 H -2.737 -2.882 -4.182  0.0001
49 H -3.392 -1.389 -4.020  -0.0001
50 H -1.130 -1.172 -4.737  0.0005
51 H -0.625 -2.155 -3.346  0.0038
52 H -2.003 0.589 -3.192  -0.0038
53 H -0.308 0.267 -2.860  0.0008
54 H -0.904 -1.108 -1.072  0.0209
55 H -3.714 -0.334 -1.659  -0.0116
56 H -3.206 -1.342 -0.313  0.0000
57 H -4.100 -2.733 -2.192  -0.0002
58 H -2.401 -3.113 -1.849  -0.0004

Forces on atoms 1 to 6 (eV/Å):
Ir 0.110 0.037 -0.026
Se 0.034 -0.105 -0.029
Se -0.039 0.076 0.025
Te 0.014 -0.070 -0.012
Se -0.026 0.048 -0.007
N -0.005 -0.013 0.035

## Properties
Spin multiplicity: 5
HOMO (spin up / spin down) (eV): -10.95 / -12.52
Energy relative to the best compared isomer or geometry (same formula, charge and spin) (kcal per mole): 12.0
Charge: +2

=====

# 2
Molecular formula: C17H28N3O4P
Method: DFT, ωB97M-V/def2-TZVPD

Each line ends with the Löwdin charge.
Cartesian coordinates (Å):
1 H 0.728 1.857 -2.140  0.0519
2 N 0.080 2.484 -1.674  0.1397
3 C -0.346 1.965 -0.598  -0.4002
4 C 0.084 0.605 -0.111  -0.0460
5 C -1.316 2.700 0.290  -0.0790
6 C -2.500 3.289 -0.434  -0.1257
7 C -2.493 3.900 -1.621  0.0605
8 C -3.788 4.391 -2.165  -0.3611
9 O -3.903 5.443 -2.775  0.0971
10 C -4.955 3.514 -1.853  0.0112
11 C -4.978 2.890 -0.669  -0.3164
12 P -6.216 1.709 -0.057  0.9041
13 C -6.969 0.880 -1.510  -0.3048
14 C -7.517 2.600 0.865  -0.2900
15 C -3.824 3.147 0.256  -0.3642
16 O -3.956 3.250 1.463  0.0982
17 H -0.763 0.003 0.192  0.0831
18 H 0.771 0.738 0.717  0.0761
19 H 0.613 0.091 -0.908  0.0700
20 H -1.707 1.975 0.998  0.1156
21 H -0.816 3.456 0.890  0.1409
22 H -1.576 4.037 -2.169  0.1058
23 H -5.741 3.367 -2.578  0.1151
24 H -7.452 -0.020 -1.156  0.0258
25 H -7.636 1.501 -2.106  0.0327
26 H -6.144 0.596 -2.155  0.0318
27 H -8.212 3.176 0.257  0.0362
28 H -8.087 1.840 1.390  0.0269
29 H -7.070 3.229 1.624  0.0329
30 C 2.325 -3.981 2.705  -0.0534
31 N 1.878 -2.674 2.269  -0.1900
32 C 2.518 -2.062 1.115  -0.0350
33 C 0.893 -2.009 2.897  -0.3484
34 O 0.481 -0.910 2.576  0.0004
35 H 3.383 -3.947 2.972  0.0890
36 H 2.190 -4.710 1.904  0.0923
37 H 1.753 -4.301 3.573  0.0805
38 H 2.964 -1.107 1.402  0.0947
39 H 1.778 -1.874 0.337  0.0866
40 H 3.288 -2.727 0.729  0.0474
41 H 0.478 -2.563 3.756  0.1318
42 C 8.112 -3.357 -1.036  -0.0557
43 N 6.718 -3.097 -0.733  -0.1958
44 C 6.332 -1.789 -0.229  -0.0361
45 C 5.763 -4.027 -0.903  -0.3430
46 O 4.582 -3.853 -0.665  -0.0014
47 H 8.721 -3.232 -0.139  0.0901
48 H 8.465 -2.666 -1.803  0.0905
49 H 8.230 -4.375 -1.400  0.0827
50 H 5.866 -1.887 0.752  0.0879
51 H 5.610 -1.326 -0.903  0.0960
52 H 7.212 -1.156 -0.150  0.0864
53 H 6.150 -4.984 -1.288  0.1344

Forces on atoms 1 to 6 (eV/Å):
H 0.050 -0.127 -0.091
N -0.123 0.383 0.137
C 0.380 -0.265 -0.343
C 0.093 0.483 -0.423
C -0.432 -0.203 -0.057
C 0.078 0.005 -0.089

## Properties
HOMO (eV): -7.96
Energy relative to the best compared isomer or geometry (same formula, charge and spin) (kcal per mole): 11.7
SMILES string: [H]/N=C(\C)CC1=CC(=O)C=C(P(C)C)C1=O.CN(C)C=O.CN(C)C=O

=====

# 3
Molecular formula: C17H28N4O4ReS6SbSe
Method: DFT, ωB97M-V/def2-TZVPD

Each line ends with the Löwdin charge.
Cartesian coordinates (Å):
1 Re 0.454 -2.282 1.092  0.5593
2 O 1.741 -4.099 -2.103  -0.1691
3 S 1.483 -3.413 -0.908  0.3903
4 O 2.487 -2.452 -0.350  -0.4452
5 O 1.104 -4.197 0.335  -0.4352
6 O 0.220 -2.444 -0.907  -0.4692
7 S 1.867 -3.394 5.876  -0.0183
8 Sb 1.267 -1.381 4.863  0.6745
9 S -0.897 -2.972 2.489  0.2994
10 S 2.290 -1.856 2.538  0.0163
11 S 3.310 -1.829 5.984  -0.0299
12 C 6.168 -2.469 0.079  0.0065
13 N 4.968 -2.884 0.805  0.0055
14 C 4.883 -3.035 2.097  -0.6939
15 N 5.884 -2.830 2.931  0.1863
16 S 3.351 -3.639 2.786  0.6404
17 H 6.132 -2.919 -0.909  0.1095
18 H 7.060 -2.833 0.585  0.0936
19 H 6.202 -1.384 -0.014  0.1102
20 H 4.081 -2.966 0.283  0.0899
21 H 6.796 -2.527 2.623  0.1304
22 H 5.733 -2.967 3.919  0.1101
23 C -2.292 3.232 1.414  -0.0908
24 C -2.879 2.303 2.475  -0.2401
25 C -3.862 1.264 1.926  -0.1701
26 C -3.224 0.002 1.350  -0.1332
27 N -2.626 0.195 0.022  0.0078
28 C -1.326 0.200 -0.297  -0.5562
29 Se 0.105 0.115 0.959  0.7439
30 N -1.180 0.349 -1.615  0.0137
31 C 0.069 0.413 -2.396  -0.1261
32 C 0.410 1.836 -2.816  -0.1767
33 C 0.802 2.756 -1.668  -0.2704
34 C 1.098 4.171 -2.146  -0.0942
35 C -2.448 0.411 -2.189  -0.1242
36 C -2.850 0.549 -3.517  0.0190
37 C -4.208 0.583 -3.740  -0.0392
38 C -5.139 0.482 -2.687  -0.0396
39 C -4.739 0.343 -1.376  0.0162
40 C -3.363 0.311 -1.154  -0.1282
41 H -1.714 4.034 1.871  0.0820
42 H -3.086 3.695 0.827  0.0865
43 H -1.628 2.718 0.718  0.0268
44 H -3.401 2.912 3.213  0.1134
45 H -2.074 1.789 3.012  0.0946
46 H -4.489 1.733 1.164  0.1127
47 H -4.534 0.931 2.718  0.1234
48 H -3.962 -0.794 1.244  0.1370
49 H -2.427 -0.364 2.000  0.0617
50 H -0.086 -0.230 -3.262  0.1378
51 H 0.850 -0.032 -1.783  0.0913
52 H -0.441 2.268 -3.351  0.1181
53 H 1.230 1.768 -3.535  0.1309
54 H 1.679 2.343 -1.157  0.1068
55 H -0.005 2.790 -0.928  0.0809
56 H 1.916 4.178 -2.868  0.0808
57 H 1.379 4.820 -1.318  0.0766
58 H 0.226 4.611 -2.631  0.0810
59 H -2.142 0.623 -4.329  0.1230
60 H -4.574 0.688 -4.752  0.1201
61 H -6.194 0.516 -2.916  0.1198
62 H -5.456 0.260 -0.573  0.1218

Forces on atoms 1 to 6 (eV/Å):
Re 0.342 -0.548 0.886
O 0.116 0.038 -0.051
S -0.768 0.275 0.485
O 0.181 0.075 -0.449
O 0.140 0.201 -0.231
O 0.121 -0.324 0.098

## Properties
HOMO (eV): -14.06
Energy relative to the best compared isomer or geometry (same formula, charge and spin) (kcal per mole): 4.8
Charge: +2

=====

# 4
Molecular formula: C17H28N6O2
Method: DFT, ωB97M-V/def2-TZVPD

Each line ends with the Löwdin charge.
Cartesian coordinates (Å):
1 O 3.783 2.736 1.298  -0.0672
2 C 3.805 2.375 -0.062  -0.2552
3 C 2.836 3.215 -0.911  -0.1744
4 N 1.472 3.077 -0.464  0.0544
5 C 0.743 1.963 -0.688  -0.4181
6 N 1.235 1.044 -1.513  0.1892
7 C 0.457 -0.029 -1.671  -0.4134
8 N 0.919 -0.977 -2.519  0.0619
9 C 0.489 -2.346 -2.416  -0.1831
10 C 1.318 -3.132 -1.379  -0.1352
11 C 1.185 -2.508 -0.017  -0.2655
12 C 2.021 -1.568 0.403  -0.0707
13 C 1.897 -0.861 1.717  -0.1864
14 C 1.005 -1.637 2.680  -0.1930
15 C -0.282 -2.032 1.966  -0.1893
16 C 0.030 -2.986 0.817  -0.1510
17 N -0.738 -0.202 -1.115  0.1941
18 C -1.135 0.789 -0.314  -0.3696
19 N -2.311 0.634 0.330  -0.0669
20 C -2.927 1.723 1.050  -0.1254
21 C -4.108 2.265 0.236  -0.1846
22 O -5.025 1.240 -0.076  -0.1338
23 C -4.409 0.210 -0.817  -0.1830
24 C -3.240 -0.408 -0.041  -0.1297
25 N -0.427 1.890 -0.050  0.1782
26 H 2.897 2.565 1.639  0.0743
27 H 3.550 1.316 -0.186  0.0955
28 H 4.830 2.539 -0.401  0.1185
29 H 3.109 4.270 -0.855  0.1215
30 H 2.892 2.871 -1.945  0.1123
31 H 1.115 3.701 0.240  0.1380
32 H 1.876 -0.823 -2.804  0.1393
33 H -0.561 -2.325 -2.120  0.1039
34 H 0.580 -2.817 -3.399  0.1160
35 H 2.364 -3.129 -1.694  0.1127
36 H 0.964 -4.164 -1.360  0.1149
37 H 2.843 -1.250 -0.227  0.1060
38 H 2.889 -0.705 2.151  0.1130
39 H 1.463 0.130 1.537  0.1008
40 H 0.784 -1.029 3.559  0.1090
41 H 1.527 -2.537 3.013  0.1176
42 H -0.978 -2.504 2.663  0.1103
43 H -0.757 -1.134 1.567  0.0926
44 H -0.851 -3.102 0.182  0.1092
45 H 0.278 -3.977 1.216  0.1233
46 H -2.177 2.497 1.211  0.1089
47 H -3.290 1.342 2.011  0.1307
48 H -4.666 3.010 0.806  0.1255
49 H -3.727 2.723 -0.690  0.1292
50 H -5.186 -0.533 -1.008  0.1259
51 H -4.038 0.606 -1.774  0.1300
52 H -2.710 -1.136 -0.653  0.1077
53 H -3.615 -0.881 0.873  0.1308

Forces on atoms 1 to 6 (eV/Å):
O -0.127 0.183 0.395
C -0.167 0.051 -0.470
C 0.476 -0.300 0.072
N 0.044 0.189 0.220
C -0.293 -0.225 -0.085
N 0.416 0.158 -0.093

## Properties
HOMO (eV): -8.50
SMILES string: OCCNc1nc(NCCC2=CCCCC2)nc(N2CCOCC2)n1

=====

# 5
Molecular formula: C17H28N6O4
Method: DFT, ωB97M-V/def2-TZVPD

Each line ends with the Löwdin charge.
Cartesian coordinates (Å):
1 C -3.345 -4.780 -0.871  -0.0608
2 C -3.360 -4.004 0.438  -0.2106
3 O -2.724 -2.730 0.296  0.0039
4 C -3.454 -1.736 -0.208  -0.4718
5 O -4.611 -1.831 -0.519  0.1214
6 C -2.608 -0.482 -0.358  -0.1738
7 C -3.472 0.784 -0.475  -0.1287
8 C -3.330 1.423 -1.852  -0.1585
9 C -1.862 1.732 -2.139  -0.1529
10 N -1.033 0.554 -1.919  -0.0190
11 C 0.313 0.538 -1.926  -0.4609
12 O 0.954 -0.486 -1.737  0.0343
13 C 1.047 1.864 -2.108  -0.0554
14 C 1.681 2.228 -0.756  -0.1008
15 N 0.712 2.081 0.294  -0.0555
16 N -0.319 2.915 0.460  0.0477
17 N -1.042 2.452 1.392  -0.0315
18 N -0.539 1.324 1.877  0.0794
19 C 0.557 1.080 1.195  -0.2971
20 C 1.470 -0.078 1.336  -0.1181
21 N 2.847 0.381 1.427  -0.1835
22 C 3.803 -0.691 1.199  -0.1568
23 C 5.212 -0.099 1.211  -0.1935
24 O 5.490 0.548 2.430  -0.1292
25 C 4.554 1.570 2.675  -0.1933
26 C 3.127 1.023 2.702  -0.1543
27 C -1.739 -0.672 -1.613  -0.0824
28 H -3.936 -4.257 -1.619  0.0750
29 H -2.325 -4.884 -1.234  0.0780
30 H -3.769 -5.767 -0.714  0.0768
31 H -4.389 -3.848 0.775  0.1221
32 H -2.787 -4.521 1.210  0.1229
33 H -1.952 -0.422 0.515  0.1327
34 H -3.168 1.503 0.288  0.0976
35 H -4.516 0.520 -0.304  0.1136
36 H -3.745 0.766 -2.617  0.1157
37 H -3.888 2.359 -1.882  0.1195
38 H -1.551 2.536 -1.465  0.0947
39 H -1.750 2.073 -3.176  0.1273
40 H 0.395 2.662 -2.450  0.0994
41 H 1.844 1.714 -2.837  0.1273
42 H 2.507 1.553 -0.520  0.1164
43 H 2.031 3.263 -0.764  0.1316
44 H 1.378 -0.698 0.438  0.1126
45 H 1.151 -0.668 2.210  0.1382
46 H 3.599 -1.142 0.226  0.1292
47 H 3.729 -1.469 1.978  0.1330
48 H 5.961 -0.885 1.102  0.1265
49 H 5.310 0.617 0.379  0.1253
50 H 4.818 2.005 3.639  0.1270
51 H 4.630 2.341 1.892  0.1261
52 H 2.421 1.842 2.855  0.1270
53 H 3.025 0.311 3.538  0.1337
54 H -0.992 -1.450 -1.445  0.1295
55 H -2.361 -0.963 -2.465  0.1430

Forces on atoms 1 to 6 (eV/Å):
C 0.049 0.332 0.244
C -0.345 -0.379 -0.088
O 0.358 -0.119 0.096
C 0.128 0.510 0.018
O -0.175 -0.152 -0.069
C -0.141 -0.135 -0.059

## Properties
HOMO (eV): -9.25
Energy relative to the best compared isomer or geometry (same formula, charge and spin) (kcal per mole): 59.7
SMILES string: CCOC(=O)[C@@H]1CCCN(C(=O)CCn2nnnc2CN2CCOCC2)C1

=====

Which formula does entry 1 have?
C17H28IrN7Se4Te